Density functional theory data (ωB97M-V/def2-TZVPD) for C54H83N11NbO3 as an isolated structure at a distorted geometry.

Net charge: -1
HOMO level: -4.732 eV
Largest force on an atom: 2.6 eV/Å
Frontier orbital gap: 6.7 eV
LUMO: 2.017 eV
Multiplicity: 1
Relative energy (zero: lowest compared OMol25 entry of this formula, charge and spin): 0.0 kcal per mole
Energy: -81419.6527 eV

CARTESIAN COORDINATES (ANGSTROEM)
C1 5.424 -0.827 -1.163
C2 4.832 0.539 -1.554
O1 3.425 0.498 -1.641
C3 2.705 1.021 -0.530
C4 1.401 1.637 -1.047
Nb1 -0.157 0.050 -1.640
C5 -1.875 1.526 -1.452
C6 -3.294 1.152 -0.959
C7 -3.412 0.382 0.371
C8 -4.030 -1.018 0.237
N1 -3.039 -2.093 0.112
C9 -3.477 -3.222 -0.709
C10 -2.441 -2.424 1.317
C11 -1.231 -3.321 1.239
O2 -2.807 -1.959 2.384
C12 0.270 0.347 -3.893
O3 1.102 -0.613 -4.581
C13 0.451 -1.832 -4.870
C14 1.270 -3.021 -4.358
H1 5.965 -1.262 -2.003
H2 4.614 -1.504 -0.893
H3 6.106 -0.745 -0.315
H4 5.191 0.821 -2.548
H5 5.159 1.313 -0.850
H6 3.324 1.788 -0.033
H7 2.472 0.220 0.181
H8 0.964 2.285 -0.282
H9 1.655 2.260 -1.910
H10 1.049 -1.337 -1.742
H11 -1.408 -1.208 -2.148
H12 -0.178 -0.489 0.111
H13 -1.517 2.398 -0.890
H14 -1.997 1.870 -2.494
H15 -3.846 0.636 -1.748
H16 -3.831 2.099 -0.806
H17 -4.107 0.934 1.014
H18 -2.463 0.344 0.903
H19 -4.653 -1.041 -0.658
H20 -4.693 -1.212 1.085
H21 -4.114 -3.926 -0.163
H22 -2.614 -3.759 -1.100
H23 -3.994 -2.824 -1.578
H24 -0.427 -2.692 0.847
H25 -1.397 -4.114 0.513
H26 -0.993 -3.715 2.223
H27 -0.679 0.446 -4.440
H28 0.817 1.296 -3.966
H29 -0.562 -1.835 -4.464
H30 0.365 -1.916 -5.962
H31 0.774 -3.550 -3.545
H32 2.216 -2.642 -3.972
H33 1.493 -3.725 -5.163
N2 3.387 1.325 -7.413
C15 4.519 1.298 -8.185
C16 5.233 0.185 -7.827
C17 4.505 -0.474 -6.795
C18 3.367 0.255 -6.561
H34 2.677 2.034 -7.451
H35 4.719 2.067 -8.911
H36 6.177 -0.119 -8.250
H37 4.784 -1.377 -6.278
H38 2.554 0.125 -5.857
N3 -6.429 5.355 -2.297
C19 -7.732 5.217 -1.902
C20 -7.932 3.901 -1.580
C21 -6.701 3.221 -1.789
C22 -5.793 4.145 -2.230
H39 -6.002 6.214 -2.591
H40 -8.400 6.061 -1.882
H41 -8.857 3.472 -1.232
H42 -6.502 2.174 -1.631
H43 -4.755 4.045 -2.497
N4 3.191 3.719 -3.322
C23 3.297 3.591 -4.675
C24 2.763 4.717 -5.248
C25 2.316 5.553 -4.188
C26 2.597 4.908 -3.011
H44 3.490 3.028 -2.653
H45 3.741 2.712 -5.109
H46 2.697 4.919 -6.304
H47 1.839 6.516 -4.282
H48 2.420 5.188 -1.986
N5 1.803 1.194 3.197
C27 1.641 0.499 4.367
C28 0.358 0.021 4.391
C29 -0.278 0.442 3.190
C30 0.638 1.161 2.473
H49 2.649 1.651 2.909
H50 2.449 0.401 5.073
H51 -0.081 -0.572 5.177
H52 -1.285 0.230 2.888
H53 0.568 1.635 1.514
N6 0.898 -6.238 2.321
C31 -0.302 -6.885 2.402
C32 -0.105 -8.189 2.028
C33 1.274 -8.332 1.709
C34 1.863 -7.111 1.902
H54 1.045 -5.266 2.531
H55 -1.192 -6.362 2.714
H56 -0.864 -8.954 1.982
H57 1.774 -9.225 1.375
H58 2.883 -6.791 1.777
N7 5.561 -5.483 4.996
C35 5.329 -6.324 6.050
C36 4.047 -6.793 5.937
C37 3.486 -6.214 4.767
C38 4.444 -5.410 4.210
H59 6.419 -4.991 4.826
H60 6.091 -6.516 6.786
H61 3.565 -7.476 6.616
H62 2.492 -6.368 4.387
H63 4.427 -4.793 3.327
N8 2.296 9.124 -2.679
C39 1.769 10.362 -2.437
C40 2.766 11.284 -2.615
C41 3.940 10.570 -2.981
C42 3.616 9.240 -3.014
H64 1.791 8.257 -2.621
H65 0.736 10.482 -2.160
H66 2.666 12.350 -2.497
H67 4.911 10.986 -3.197
H68 4.205 8.369 -3.246
N9 -1.555 -8.082 5.469
C43 -2.611 -8.864 5.844
C44 -2.911 -8.569 7.149
C45 -1.999 -7.566 7.574
C46 -1.176 -7.288 6.513
H69 -1.119 -8.089 4.561
H70 -3.057 -9.561 5.156
H71 -3.698 -9.019 7.731
H72 -1.953 -7.100 8.545
H73 -0.359 -6.594 6.414
N10 -0.360 5.240 2.395
C47 -0.547 6.462 1.811
C48 0.561 6.738 1.052
C49 1.448 5.634 1.184
C50 0.849 4.728 2.020
H74 -1.011 4.780 3.005
H75 -1.448 7.027 1.980
H76 0.716 7.629 0.466
H77 2.411 5.516 0.716
H78 1.169 3.767 2.379
N11 -7.691 -1.202 4.723
C51 -7.759 0.068 4.216
C52 -6.577 0.326 3.575
C53 -5.761 -0.834 3.696
C54 -6.477 -1.757 4.408
H79 -8.416 -1.657 5.244
H80 -8.638 0.674 4.354
H81 -6.322 1.243 3.070
H82 -4.766 -0.975 3.304
H83 -6.227 -2.758 4.716

Mulliken atomic charge list, values in e, 2 entries: C -1.1943; C -0.4075

---

Density functional theory data (ωB97M-V/def2-TZVPD) for one molecule with the formula C6H10O2 at a distorted geometry.

HOMO level: -9.130 eV
Largest force on an atom: 6.2 eV/Å
Frontier orbital gap: 10.2 eV
Structure (SMILES): C1C[C@@H]2CC[C@@H](O1)O2
LUMO: 1.034 eV
Multiplicity: 1
Relative energy (zero: lowest compared OMol25 entry of this formula, charge and spin): 148.0 kcal per mole
Energy: -10472.7510 eV

CARTESIAN COORDINATES (ANGSTROEM)
C1 1.795 -0.402 0.054
C2 1.270 1.207 -0.108
C3 -0.094 0.881 0.161
C4 -1.715 0.839 0.032
C5 -1.666 -0.639 -0.230
C6 -0.366 -1.146 0.458
O1 0.852 -1.211 -0.403
O2 0.078 -0.058 1.192
H1 2.720 -0.476 -0.604
H2 2.046 -0.666 1.098
H3 1.818 1.785 0.686
H4 1.754 1.458 -1.021
H5 0.001 0.432 -0.890
H6 -2.198 1.184 -0.920
H7 -2.071 1.089 1.009
H8 -1.272 -0.879 -1.356
H9 -2.616 -1.261 -0.111
H10 -0.334 -2.135 0.955

Mulliken atomic charge list, values in e, 2 entries: C -0.3956; C -0.7895

---

Repeat the second record exactly.
Density functional theory data (ωB97M-V/def2-TZVPD) for one molecule with the formula C6H10O2 at a distorted geometry.

HOMO level: -9.130 eV
Largest force on an atom: 6.2 eV/Å
Frontier orbital gap: 10.2 eV
Structure (SMILES): C1C[C@@H]2CC[C@@H](O1)O2
LUMO: 1.034 eV
Multiplicity: 1
Relative energy (zero: lowest compared OMol25 entry of this formula, charge and spin): 148.0 kcal per mole
Energy: -10472.7510 eV

CARTESIAN COORDINATES (ANGSTROEM)
C1 1.795 -0.402 0.054
C2 1.270 1.207 -0.108
C3 -0.094 0.881 0.161
C4 -1.715 0.839 0.032
C5 -1.666 -0.639 -0.230
C6 -0.366 -1.146 0.458
O1 0.852 -1.211 -0.403
O2 0.078 -0.058 1.192
H1 2.720 -0.476 -0.604
H2 2.046 -0.666 1.098
H3 1.818 1.785 0.686
H4 1.754 1.458 -1.021
H5 0.001 0.432 -0.890
H6 -2.198 1.184 -0.920
H7 -2.071 1.089 1.009
H8 -1.272 -0.879 -1.356
H9 -2.616 -1.261 -0.111
H10 -0.334 -2.135 0.955

Mulliken atomic charge list, values in e, 2 entries: C -0.3956; C -0.7895

---

Which formula does entry 2 have?
C6H10O2